Entry 1:
{"formula": "C10H20BEuN6O4S2Se", "method": "ωB97M-V/def2-TZVPD", "relative_energy_kj_mol": 74.68, "s2": 15.7599, "charge": -1, "multiplicity": 8, "orbital_gap_ha": [0.1978, 0.2696], "symbols": ["Eu", "Se", "S", "S", "O", "O", "O", "O", "N", "N", "N", "N", "N", "N", "C", "C", "C", "C", "C", "C", "C", "C", "C", "C", "B", "H", "H", "H", "H", "H", "H", "H", "H", "H", "H", "H", "H", "H", "H", "H", "H", "H", "H", "H", "H"], "positions_angstrom": [[-0.538535, 0.200846, 1.148814], [-1.642110, -0.400857, 3.419401], [-1.456723, -1.577745, -0.816177], [1.865782, 0.353967, -0.353879], [-2.582731, 0.315601, 2.247094], [-0.436056, 0.715918, 3.634038], [-2.424186, -0.884525, 4.752662], [-0.849474, -1.576751, 2.555403], [0.534087, 2.595422, 1.747308], [0.553739, -1.629914, -2.709589], [-1.890140, 2.345542, 0.137215], [1.686512, -2.391152, -0.480315], [2.039120, -1.623567, 1.526524], [-1.191526, -0.472464, -3.281177], [-1.192405, 3.620214, 0.348277], [0.772033, -1.122962, -3.976090], [1.874618, -1.258223, 0.221042], [1.719716, -3.463344, 0.388629], [-2.504935, 0.132575, -3.237264], [1.938575, -2.998850, 1.632256], [2.364328, -0.721045, 2.619475], [-0.303884, -0.404789, -4.343831], [-0.655696, -1.226529, -2.274743], [-0.507666, 3.621064, 1.701153], [1.640960, -2.546817, -2.030157], [-2.388288, 2.363823, -0.743182], [1.483475, -0.464509, 3.202872], [-2.591988, 2.212619, 0.862964], [-1.859662, 4.488033, 0.284784], [-2.657375, 0.597946, -2.269439], [-0.436658, 3.727615, -0.434892], [1.698151, -1.303524, -4.494896], [2.796774, 0.174549, 2.188153], [2.711297, -2.194532, -2.500058], [1.993995, -3.502896, 2.581350], [1.365303, 2.891751, 1.251956], [1.396351, -3.721664, -2.266183], [-0.517987, 0.147458, -5.243179], [-2.566837, 0.874419, -4.032564], [-0.138299, 4.632008, 1.910902], [0.779634, 2.385765, 2.707899], [-3.288737, -0.614616, -3.365422], [3.094853, -1.200180, 3.270370], [1.551778, -4.467231, 0.039869], [-1.239182, 3.371551, 2.472628]], "forces_ev_per_angstrom": [[1.9, 1.6, -3.2], [-1.2, -0.6, 2.3], [-0.4, -0.6, -0.6], [0.8, -0.1, -0.5], [-1.1, 0.0, 0.8], [-0.1, 0.0, 0.6], [0.3, 0.2, -0.5], [-0.4, -1.0, 1.1], [0.0, 0.5, 0.1], [0.2, -0.1, 0.1], [-0.1, 0.3, 0.0], [0.1, 0.0, -0.1], [0.1, 0.0, 0.0], [-0.1, 0.2, 0.0], [-0.1, -0.1, -0.1], [0.1, -0.1, 0.3], [0.3, -0.3, 0.1], [-0.1, 0.1, -0.3], [0.1, -0.1, -0.1], [0.0, 0.2, 0.2], [0.1, -0.2, 0.0], [-0.3, 0.0, 0.1], [0.2, 0.0, -0.5], [0.1, -0.1, 0.1], [0.0, -0.1, -0.1], [0.0, -0.1, -0.1], [-0.1, 0.0, 0.1], [0.0, -0.1, 0.1], [0.0, 0.0, 0.0], [0.0, 0.1, 0.1], [0.0, 0.0, 0.0], [-0.1, 0.0, 0.1], [0.1, 0.1, 0.0], [-0.2, -0.1, 0.0], [0.0, 0.1, 0.0], [0.0, -0.1, -0.1], [0.0, 0.2, 0.1], [0.0, 0.0, 0.1], [0.0, 0.0, 0.0], [0.0, 0.0, 0.0], [0.0, -0.1, 0.0], [0.0, 0.0, 0.0], [0.0, 0.0, 0.0], [0.0, 0.1, 0.0], [0.0, 0.0, 0.0]], "mulliken_charge": [0.9618, 1.0787, -0.4087, -0.4778, -0.6390, -0.6480, -0.8591, -0.4870, -0.4020, 0.2522, -0.3244, -0.0482, 0.3284, 0.2629, -0.6833, -0.6873, -0.1729, -0.6192, -0.6763, -0.5122, -1.0519, -0.3808, -0.2682, -0.6760, 0.6860, 0.1485, 0.4096, 0.2102, 0.3960, 0.1078, 0.3359, 0.4380, 0.3175, -0.2110, 0.4703, 0.2131, -0.2254, 0.4148, 0.3086, 0.4108, 0.2233, 0.2889, 0.4017, 0.4543, 0.3394]}

Entry 2:
{"formula": "C10H20BFO7P", "method": "ωB97M-V/def2-TZVPD", "charge": -1, "multiplicity": 1, "orbital_gap_ha": 0.1329, "symbols": ["P", "F", "O", "O", "O", "O", "O", "O", "O", "C", "C", "C", "C", "C", "C", "C", "C", "C", "C", "B", "H", "H", "H", "H", "H", "H", "H", "H", "H", "H", "H", "H", "H", "H", "H", "H", "H", "H", "H", "H"], "positions_angstrom": [[-1.301478, -0.179240, 0.158517], [-0.809235, 2.425278, 1.895652], [-3.626701, -2.320734, -1.665833], [0.390384, 1.240534, 3.333768], [6.428520, 1.459173, 2.508097], [-2.193716, -3.378304, -0.281421], [-0.826509, -1.402170, -2.546060], [2.700600, -0.216928, -0.027111], [1.102273, 1.337870, -0.238626], [-0.498086, 1.271794, 2.516399], [-2.864517, -2.403203, -0.547062], [4.076269, 1.100854, 2.926798], [-2.895434, -1.173466, 0.294622], [0.433009, -0.886360, 0.300873], [1.420324, 0.192815, -0.018976], [-1.336572, 0.123616, 2.090499], [-1.781873, 0.947433, -2.654406], [-2.529655, 0.559632, -3.941872], [5.328839, 0.846652, 2.046781], [-1.279419, -0.300394, -1.824138], [3.112043, 0.028189, -0.856345], [-2.340057, 0.357609, 2.425529], [4.235519, 0.735088, 3.944217], [-3.749532, -0.549995, 0.077677], [5.397949, -0.280258, 1.958732], [-3.120946, 1.393792, -4.284498], [-0.079973, -1.214521, -3.113202], [-1.437510, 1.230188, 0.006827], [3.839959, 2.166190, 2.974269], [5.012071, 1.136630, 0.999382], [-0.965952, -0.723473, 2.643996], [-3.143612, -2.783329, -2.355722], [-0.866739, 1.463230, -2.946297], [-3.021637, -1.496612, 1.314767], [-3.153123, -0.306137, -3.773400], [3.189945, 0.579264, 2.518068], [-2.341653, 1.644504, -2.046606], [-1.825770, 0.312031, -4.720438], [0.636212, -1.697850, -0.385188], [0.685782, -1.239393, 1.291731]], "forces_ev_per_angstrom": [[0.2, 0.1, -0.1], [-0.2, 0.2, 0.0], [0.2, 0.7, 0.0], [-1.4, 0.3, -1.4], [-0.1, -0.2, -0.3], [-0.5, 0.8, -0.4], [0.3, -0.2, 0.9], [-0.6, -1.1, 0.0], [0.0, -0.3, -0.4], [1.8, -0.6, 1.6], [0.7, -0.9, 0.3], [-0.3, -0.3, -0.4], [-0.1, -0.5, 0.5], [0.0, 0.0, 0.3], [0.1, 1.1, -0.1], [0.2, 0.6, 0.1], [0.3, -0.6, -0.2], [0.3, 0.2, 0.6], [0.0, 0.2, 0.4], [-0.3, 0.3, -0.9], [0.6, 0.7, 0.0], [-0.5, 0.0, -0.1], [0.1, 0.0, 0.0], [-0.1, 0.4, -0.4], [0.1, 0.0, 0.1], [-0.3, 0.2, -0.2], [-0.1, 0.0, -0.7], [-0.2, -0.1, 0.0], [0.1, 0.1, 0.0], [0.1, 0.2, -0.1], [-0.1, -0.4, 0.2], [0.0, -0.6, -0.3], [0.2, 0.4, 0.1], [0.1, -0.1, 0.4], [-0.4, -0.2, -0.1], [0.1, 0.1, 0.1], [-0.2, 0.2, 0.2], [0.2, -0.2, -0.3], [-0.3, -0.3, -0.2], [-0.1, -0.2, 0.3]], "mulliken_charge": [0.6896, -0.2580, -0.4651, -0.5108, -0.8869, -0.5726, -0.8508, -0.3879, -0.5122, 0.4537, 0.4528, -0.6536, -0.7455, -1.1283, 0.4855, -0.9644, -0.5073, -1.1282, -0.0510, 0.4476, 0.3629, 0.4949, 0.3663, 0.3986, 0.0744, 0.3750, 0.3231, -0.1156, 0.2390, -0.0394, 0.3356, 0.3776, 0.3437, 0.4537, 0.2324, -0.0179, 0.4153, 0.3035, 0.6164, 0.5539]}

Entry 3:
{"formula": "C10H20BiO6Se4", "method": "ωB97M-V/def2-TZVPD", "relative_energy_kj_mol": 189.36, "charge": -1, "multiplicity": 1, "orbital_gap_ha": 0.2026, "symbols": ["Bi", "Se", "Se", "Se", "Se", "O", "O", "O", "O", "O", "O", "C", "C", "C", "C", "C", "C", "C", "C", "C", "C", "H", "H", "H", "H", "H", "H", "H", "H", "H", "H", "H", "H", "H", "H", "H", "H", "H", "H", "H", "H"], "positions_angstrom": [[0.870668, 0.129704, 0.149203], [3.851101, -1.317801, 1.975000], [4.359718, 0.345456, 0.383925], [3.153608, 2.219151, 1.089277], [2.888145, -3.063531, 0.745585], [0.910039, -0.883233, -2.142383], [0.567852, 1.999424, -1.624359], [-0.196455, -2.161803, 0.099336], [-1.027863, 0.313172, -0.356970], [-0.051491, 2.113453, 1.478400], [-0.229231, -0.522654, 2.213791], [-1.285251, 1.660198, 2.013739], [-0.373515, -1.910173, 2.488899], [0.752153, 0.107432, -3.155127], [-0.054074, 1.327040, -2.718968], [-0.821127, -2.688488, 1.248989], [-0.365665, 2.871444, -0.952143], [-0.757567, -2.424739, -1.174637], [-0.075952, 3.179819, 0.520689], [0.304332, -2.171607, -2.238789], [-0.977887, 0.465007, 2.915226], [-1.728312, 2.452002, 2.631482], [-1.625285, -1.773743, -1.317416], [-1.939198, 1.342969, 1.199668], [0.898363, 3.652804, 0.612293], [1.110092, -2.897439, -2.112979], [-1.122858, -2.038160, 3.275015], [-1.910607, -2.633525, 1.132498], [-0.400887, 0.775077, 3.791314], [-0.512592, -3.731969, 1.379233], [-1.046570, 1.001514, -2.405477], [-1.930599, 0.036496, 3.242353], [1.759238, 0.403209, -3.459611], [-1.361709, 2.445948, -1.049905], [0.241889, -0.324747, -4.021781], [-0.314938, 3.850166, -1.449507], [-0.852819, 3.899275, 0.811234], [0.592183, -2.288104, 2.826664], [-0.145010, -2.286896, -3.229727], [-1.043499, -3.482243, -1.235988], [-0.108417, 2.010096, -3.578047]], "forces_ev_per_angstrom": [[-0.3, -0.1, 0.1], [-0.1, -0.1, 0.1], [0.1, 0.1, -0.1], [0.0, -0.2, -0.1], [0.0, 0.0, 0.1], [0.1, 0.1, -0.1], [0.1, 0.2, 0.2], [0.5, -0.5, 0.0], [0.0, -0.1, 0.0], [0.1, 0.2, -0.1], [0.0, 0.2, 0.1], [0.0, -0.1, 0.0], [0.0, 0.0, 0.1], [-0.1, 0.0, 0.0], [0.0, -0.2, -0.1], [-0.3, 0.2, -0.3], [-0.1, 0.0, -0.1], [-0.2, 0.1, 0.2], [-0.1, 0.0, 0.1], [0.0, 0.0, 0.0], [-0.1, -0.1, 0.0], [0.0, 0.0, 0.0], [0.0, 0.0, 0.0], [0.0, 0.0, 0.0], [0.0, 0.0, 0.0], [0.0, 0.0, 0.0], [0.1, -0.1, 0.0], [0.0, 0.1, 0.0], [0.0, 0.0, 0.0], [-0.1, 0.0, 0.1], [0.0, 0.0, 0.0], [0.0, 0.0, 0.0], [0.0, 0.0, 0.0], [0.0, 0.0, 0.0], [0.0, 0.0, 0.0], [0.0, 0.0, 0.0], [0.0, 0.0, 0.0], [0.1, 0.1, 0.0], [0.0, 0.0, 0.0], [0.0, 0.0, -0.1], [0.0, 0.0, 0.0]], "mulliken_charge": [2.1023, -0.2416, -0.2962, -0.5652, -0.6326, -0.2059, -0.3282, -0.1500, -1.0879, -0.4062, -0.0063, -0.8790, -0.6724, -0.7323, -0.6050, -0.6282, -0.5924, -0.7030, -0.8396, -0.6073, -0.4755, 0.4973, 0.2524, 0.2913, 0.2956, 0.3291, 0.3409, 0.4033, 0.2972, 0.3479, 0.3014, 0.4667, 0.3649, 0.3527, 0.4001, 0.5437, 0.4816, 0.2287, 0.3623, 0.4950, 0.4999]}